1.
10
Properties=species:S:1:pos:R:3 method="wB97M-V/def2-TZVPD" multiplicity=1 smiles="NC(=O)C(N)=S" de_lowest_ev=1.640
S -2.1637 -0.3816 -0.0768
O 1.6415 0.5725 -0.1324
N 0.6627 -1.6281 0.0056
N -0.4559 1.5859 0.0699
C -0.7287 0.3455 -0.2197
C 0.7003 -0.3325 -0.1199
H -1.2033 2.3324 0.1322
H 0.5555 1.8401 0.0499
H -0.4251 -1.8566 0.1282
H 1.4169 -2.4777 0.1629

2.
42
Properties=species:S:1:pos:R:3 method="wB97M-V/def2-TZVPD" multiplicity=1
Pd -0.2360 -0.4315 -0.1301
Cl -6.1867 -4.6500 0.1076
S 2.0659 -0.3569 -0.4220
S -0.2511 1.8479 0.2064
O -0.2789 -2.4864 -0.3621
O -2.2661 -0.3219 -0.1724
N 2.1122 2.7741 -0.8675
N 2.8512 1.6457 1.3358
N 0.5892 2.2896 -2.3494
N 2.5857 -0.3255 2.2319
C -3.0548 -1.3246 -0.0881
C -5.3678 -2.0596 0.1324
C -1.3232 -3.1572 -0.3069
C 2.5297 0.3753 1.0748
C 1.7174 2.6673 -3.0394
C -4.9736 -3.4088 0.0351
C 0.8588 2.3342 -1.0255
C 2.9400 0.5277 3.2456
C 2.2372 -1.7231 2.3678
C -2.6703 -2.7104 -0.1697
C -0.6428 1.7988 -2.9270
C 3.0983 1.7486 2.6803
C 2.6555 2.9655 -2.1106
C -3.6588 -3.7254 -0.1103
C -4.4487 -1.0570 0.0747
B 2.9167 2.9426 0.4481
H 3.0360 0.1962 4.2630
H -4.7479 -0.0207 0.1479
H -1.1885 -4.2459 -0.3748
H 2.4508 3.8229 1.1139
H -6.4179 -1.8294 0.2544
H -0.5618 1.8620 -4.0090
H 3.6650 3.3135 -2.2257
H 4.0575 3.1516 0.1387
H 1.1981 -1.8768 2.0732
H -3.3542 -4.7617 -0.1837
H 3.3619 2.6913 3.1219
H -0.8055 0.7627 -2.6235
H 1.7435 2.6987 -4.1127
H 2.8730 -2.3327 1.7285
H -1.4831 2.3969 -2.5795
H 2.3742 -2.0076 3.4081

We obtain max |F| values of 5.42 0.57 eV Å⁻¹ for the records listed above, in that order.
We obtain E_HOMO values of -8.81 -8.04 eV for the records listed above, in that order.
We obtain gap between HOMO and LUMO values of 0.3245 0.2859 Eh for the records listed above, in that order.